No. 1
{"formula": "C4H4O2", "method": "ωB97M-V with the def2-TZVPD basis set", "elements": ["O", "C", "C", "C", "O", "C", "H", "H", "H", "H"], "xyz": [[-0.4383, -1.4817, -1.6862], [-0.1521, -0.6896, -0.8339], [0.8398, -0.6945, 0.3348], [-0.1204, 0.2334, 1.0922], [-0.0137, 1.5778, -0.1806], [-0.9160, 0.4544, -0.1830], [1.8419, -0.2883, 0.1807], [0.9162, -1.6745, 0.8173], [0.0094, 1.8603, 0.7894], [-1.9667, 0.7027, -0.3307]], "atomic_forces_ev_per_a": [[0.108, 0.366, 0.340], [-0.088, -0.277, -0.330], [0.139, -0.079, 0.048], [-0.024, -0.379, 0.075], [0.084, 0.153, 0.115], [-0.212, -0.046, 0.019], [-0.141, -0.082, 0.066], [0.006, 0.029, -0.084], [-0.060, 0.370, -0.323], [0.189, -0.054, 0.077]], "nbo_charge": [-0.492, 0.564, -0.632, 0.058, -0.596, -0.128, 0.262, 0.259, 0.497, 0.209], "e_above_lowest_ev": 4.609, "largest_force_ev_per_a": 0.51, "gap_ev": 9.90, "e_homo_ha": -0.3594, "charge": 0, "multiplicity": 1}



No. 2
{"formula": "C5H20O5", "method": "ωB97M-V with the def2-TZVPD basis set", "elements": ["C", "O", "H", "H", "H", "H", "C", "O", "H", "H", "H", "H", "C", "O", "H", "H", "H", "H", "C", "O", "H", "H", "H", "H", "C", "O", "H", "H", "H", "H"], "xyz": [[-1.2282, 0.8563, 3.9631], [-0.4504, 0.5595, 2.8174], [-0.9066, 0.2221, 4.7893], [-1.2169, 1.9281, 4.1612], [-2.2512, 0.6918, 3.6249], [-0.6318, 1.3083, 2.2448], [0.8702, -0.1852, -3.0912], [1.9537, 0.0440, -4.0230], [0.5740, -1.2336, -3.0539], [1.3353, -0.0397, -2.1162], [-0.0007, 0.4605, -3.2037], [2.4666, -0.7336, -4.2549], [-2.0853, -2.5799, -1.7363], [-0.9587, -2.6014, -0.9387], [-2.3780, -1.5728, -2.0334], [-1.8136, -3.2202, -2.5755], [-2.9522, -3.0344, -1.2566], [-0.2747, -3.2085, -1.2303], [-0.9395, 0.9089, -0.4173], [-1.8090, 1.7758, 0.3599], [-0.7332, 1.4345, -1.3496], [-0.0216, 0.6666, 0.1183], [-1.5586, 0.0406, -0.6428], [-2.2641, 1.2892, 1.0511], [2.9814, 0.7045, 1.3811], [2.0716, 1.7396, 1.2725], [3.9501, 1.1342, 1.6360], [2.7952, 0.1108, 2.2760], [3.0064, 0.0370, 0.5197], [2.4698, 2.4968, 1.7080]], "atomic_forces_ev_per_a": [[0.472, -0.144, -0.136], [0.130, 0.104, 0.628], [-0.310, 0.124, -0.162], [0.284, 0.151, 0.290], [-0.596, -0.448, 0.332], [0.289, 0.567, -1.254], [1.916, -1.041, 0.335], [-1.096, 0.812, -0.128], [-0.346, -0.007, -0.424], [-0.405, 0.384, 0.440], [0.403, 0.072, -0.573], [-0.441, -0.272, 0.288], [-0.372, -1.241, -1.141], [1.311, 0.890, 1.936], [0.286, 0.060, -0.196], [-0.820, 0.391, -0.668], [-0.004, -0.058, 0.258], [-0.416, -0.023, -0.206], [-1.433, 0.215, 0.028], [1.027, 0.428, 0.436], [0.119, 0.061, 0.317], [-0.032, -0.106, -0.138], [0.626, -0.392, -0.097], [-0.332, -0.409, -0.376], [1.362, -0.415, 0.679], [-1.150, 0.156, -0.176], [0.388, -0.199, -0.529], [-0.490, -0.433, 0.213], [-0.198, 0.295, -0.065], [-0.170, 0.478, 0.090]], "lowdin_spin": [0.073, 0.429, 0.002, 0.019, 0.043, -0.003, 0.000, 0.002, 0.000, 0.000, 0.000, 0.000, 0.000, 0.000, 0.000, 0.000, 0.000, 0.000, 0.008, 0.079, 0.000, 0.004, 0.004, -0.001, 0.050, 0.246, 0.008, 0.030, 0.007, 0.000], "e_above_lowest_ev": 1.602, "largest_force_ev_per_a": 2.50, "gap_ev": [9.62, 2.72], "e_homo_ha": [-0.4651, -0.4644], "charge": 1, "s_squared": 0.76, "multiplicity": 2}



No. 3
{"formula": "C4H10N2O", "method": "ωB97M-V with the def2-TZVPD basis set", "elements": ["H", "N", "N", "H", "C", "C", "C", "C", "O", "H", "H", "H", "H", "H", "H", "H", "H"], "xyz": [[0.4359, 0.8916, -3.1437], [-0.4418, 0.6619, -2.6397], [-0.3069, -0.3129, -1.9750], [0.6316, -0.8854, -2.0928], [-1.6024, -1.1302, 0.8198], [-0.1958, -0.6591, 1.1662], [0.3095, 0.4771, 0.6389], [1.7620, 0.7391, 0.7200], [-0.4429, 1.5445, 0.3270], [-1.7886, -2.1277, 1.1284], [-2.2076, -0.4688, 1.4764], [-1.7009, -0.9922, -0.2873], [0.5993, -1.4146, 1.4616], [2.1073, 1.6116, 1.2684], [2.2013, -0.1512, 1.2408], [2.0887, 0.7215, -0.3604], [-1.4488, 1.4947, 0.2514]], "atomic_forces_ev_per_a": [[-0.248, 0.189, -0.428], [0.603, 2.830, -1.674], [0.972, -4.449, 1.550], [-1.311, 1.381, 0.218], [0.856, 2.060, 0.590], [1.462, -1.670, -1.583], [-1.255, -0.829, 3.077], [0.913, -1.261, -0.991], [-1.596, 1.580, -1.166], [-0.104, -0.929, 0.136], [-0.620, -0.398, -0.924], [-0.557, -0.095, 1.076], [-1.257, 0.889, -0.279], [-0.311, 0.342, -0.326], [-0.178, 0.809, -0.682], [0.383, 0.401, 1.123], [2.249, -0.850, 0.282]], "nbo_charge": [0.277, -0.263, -0.285, 0.277, -0.679, -0.298, 0.314, -0.645, -0.713, 0.218, 0.204, 0.246, 0.192, 0.225, 0.224, 0.202, 0.505], "e_above_lowest_ev": 4.544, "largest_force_ev_per_a": 4.81, "gap_ev": 8.99, "e_homo_ha": -0.2986, "charge": 0, "smiles": "[H]/N=N\\[H].C/C=C(/C)O", "multiplicity": 1}



No. 4
{"formula": "C3H4INOS", "method": "ωB97M-V with the def2-TZVPD basis set", "elements": ["C", "C", "C", "N", "O", "S", "I", "H", "H", "H", "H"], "xyz": [[-1.7405, 0.7447, 1.1125], [0.5484, 0.2459, 0.0656], [-0.9791, -0.0650, 0.3895], [-2.8211, 1.3150, 1.1588], [-2.5005, 0.6225, -1.2765], [-3.5192, 1.1805, -0.4514], [-5.1933, -0.4704, 0.0977], [0.9731, -0.3598, 0.8486], [0.9439, -0.1540, -0.9058], [0.7579, 1.3431, -0.0735], [-1.3326, -1.0768, 0.4938]], "atomic_forces_ev_per_a": [[0.579, -0.864, -0.821], [-1.803, -0.171, -1.569], [2.453, 1.032, 0.590], [-0.821, 0.642, 1.269], [0.913, -1.034, -1.973], [-1.373, 2.098, 0.166], [-0.297, -0.533, 0.200], [1.169, 0.679, 0.399], [-0.947, -0.169, 0.766], [-0.188, -1.112, 1.166], [0.314, -0.568, -0.196]], "nbo_charge": [0.305, -0.637, -0.227, -0.648, -0.885, 1.255, -0.104, 0.235, 0.230, 0.235, 0.241], "e_above_lowest_ev": 2.940, "largest_force_ev_per_a": 2.73, "gap_ev": 8.53, "e_homo_ha": -0.3379, "charge": 0, "multiplicity": 1}